[1]
Computed, not measured: an isolated ion of composition C5H3N2O3 and charge +1 in a non-equilibrium geometry, with ωB97M-V/def2-TZVPD.

```
! wB97M-V def2-TZVPD RIJCOSX def2/J DEFGRID3
* xyz 1 1
N -0.18 -1.22 -1.60
C -1.13 -0.78 -1.12
C -1.98 -0.11 -0.23
C -1.35 0.55 0.77
C 0.10 0.66 0.89
O 0.71 1.48 1.49
C 1.06 -0.43 0.19
O 2.46 0.02 0.50
N 2.02 0.00 -0.69
O 2.33 0.32 -1.75
H -3.05 -0.12 -0.34
H -1.89 1.12 1.50
H 0.91 -1.49 0.39
*
```

The HOMO energy comes out at -15.84 eV. As for the total energy: -14341.021 eV. The value obtained for the frontier orbital gap is 9.21 eV. For the energy relative to the best compared isomer or geometry (same formula, charge and spin), the calculation gives 418.05 kJ/mol. The structure (SMILES) is N#C/C=C\C(=O)[C@@H]1O[N+]1=O. The calculation puts the max |F| at 2.47 eV Å⁻¹.

[2]
Computed, not measured: C19H21IN2Pb as an isolated structure in a non-equilibrium geometry, with ωB97M-V/def2-TZVPD.

```
! wB97M-V def2-TZVPD RIJCOSX def2/J DEFGRID3
* xyz 2 1
C 1.43 3.69 0.05
C 2.89 1.20 -0.42
H 1.21 4.16 -0.94
H 2.74 3.78 0.12
H 1.03 4.01 0.99
H 3.05 0.77 -1.35
H 3.51 2.26 -0.45
H 3.05 0.75 0.59
C -2.61 1.62 -1.59
C -3.95 1.45 -2.04
C -4.22 0.25 -2.73
C -3.21 -0.69 -2.91
H -2.35 2.50 -1.00
H -4.68 2.21 -1.84
H -5.22 0.05 -3.12
H -3.37 -1.64 -3.42
N -1.62 0.76 -1.81
C -1.90 -0.41 -2.42
C -0.79 -1.41 -2.49
N 0.39 -1.11 -1.90
C 1.35 -2.01 -1.85
C 0.06 -3.62 -3.05
C 1.26 -3.28 -2.40
H 2.29 -1.70 -1.32
H 2.09 -3.98 -2.31
C -0.97 -2.68 -3.10
H -1.91 -2.88 -3.60
H -0.07 -4.61 -3.52
Pb 0.86 1.67 -0.17
I -1.09 2.95 1.99
C 0.22 -0.17 1.14
C 0.53 -0.29 2.56
C -0.41 -0.59 3.56
C -0.06 -0.58 4.90
C 1.25 -0.23 5.29
C 2.21 0.09 4.30
C 1.87 -0.02 2.94
H -0.84 -0.07 0.90
H 0.73 -0.88 0.47
H -1.45 -0.82 3.26
H -0.76 -0.85 5.67
H 1.55 -0.20 6.32
H 3.25 0.41 4.56
H 2.65 0.13 2.15
*
```

The HOMO energy (alpha / beta) comes out at -14.50 / -14.50 eV. As for the total energy: -36349.177 eV. The value obtained for the frontier orbital gap (alpha / beta) is 3.70 / 3.74 eV. The calculation puts the max |F| at 4.93 eV Å⁻¹.

[3]
Computed, not measured: C19H15BLiN9O5 as an isolated structure in a non-equilibrium geometry, with ωB97M-V/def2-TZVPD.

```
! wB97M-V def2-TZVPD RIJCOSX def2/J DEFGRID3
* xyz -1 2
Li 0.41 1.39 -0.79
C 4.04 -0.83 -2.11
C 3.33 -1.70 -2.85
N 2.15 -2.09 -2.20
N 2.21 -1.44 -1.03
C 3.35 -0.73 -0.93
B 1.09 -1.75 0.04
N 1.27 -0.69 1.13
C 1.55 -0.94 2.37
C 1.81 0.20 3.05
C 1.69 1.21 2.08
N 1.33 0.66 0.91
N -0.37 -1.56 -0.56
C -1.37 -2.45 -0.70
C -2.50 -1.77 -1.14
C -2.06 -0.42 -1.24
N -0.76 -0.29 -0.87
N 1.22 -3.23 0.64
C 2.19 -4.18 0.40
C 1.92 -5.17 1.32
C 0.76 -4.81 2.01
N 0.31 -3.59 1.62
H 5.08 -0.42 -2.24
H 3.53 -2.15 -3.82
H 3.58 -0.24 -0.05
H 1.52 -1.97 2.76
H 1.91 0.22 4.11
H 2.00 2.24 2.19
H -1.23 -3.46 -0.56
H -3.47 -2.16 -1.33
H -2.54 0.35 -1.68
H 2.98 -3.98 -0.23
H 2.50 -6.02 1.55
H 0.24 -5.32 2.77
O -4.40 6.12 -1.58
C -3.56 5.09 -1.21
C -2.18 5.30 -1.13
C -1.39 4.23 -0.86
N -1.96 3.05 -0.52
C -3.22 2.90 -0.59
C -4.14 3.87 -0.98
C -3.10 -1.04 3.21
O -2.49 -1.05 4.21
O -3.78 -0.93 2.28
C 0.12 4.26 -0.95
O 0.67 5.38 -0.93
O 0.68 3.16 -1.09
H -3.96 6.85 -1.98
H -1.71 6.25 -1.45
H -5.20 3.64 -1.07
*
```

The HOMO energy (alpha / beta) comes out at -5.86 / -6.06 eV. As for the total energy: -44480.943 eV. The value obtained for the frontier orbital gap (alpha / beta) is 8.44 / 8.32 eV. For the energy relative to the best compared isomer or geometry (same formula, charge and spin), the calculation gives 79.52 kJ/mol. The calculation puts the max |F| at 4.26 eV Å⁻¹.

[4]
Computed, not measured: one molecule with the formula C5H10NO in a non-equilibrium geometry, with ωB97M-V/def2-TZVPD.

```
! wB97M-V def2-TZVPD RIJCOSX def2/J DEFGRID3
* xyz 0 2
C 1.12 -1.59 -0.66
O 1.99 -2.59 -0.74
C 1.68 -0.20 -0.37
C 0.64 0.92 -0.53
C -0.43 0.77 0.53
C -1.71 0.60 0.29
N -2.72 0.66 1.28
H 0.15 -1.89 -0.24
H 0.74 -1.44 -1.71
H 2.56 -0.09 -1.01
H 2.12 -0.13 0.62
H 1.11 1.90 -0.48
H 0.21 0.81 -1.51
H -0.13 1.19 1.49
H -2.01 0.28 -0.70
H -2.34 1.10 2.11
H -2.97 -0.27 1.60
*
```

The HOMO energy (alpha / beta) comes out at -8.97 / -8.95 eV. As for the total energy: -8881.643 eV. The value obtained for the frontier orbital gap (alpha / beta) is 9.98 / 7.72 eV. For the energy relative to the best compared isomer or geometry (same formula, charge and spin), the calculation gives 65.15 kJ/mol. The calculation puts the max |F| at 2.36 eV Å⁻¹.

[5]
Computed, not measured: a 3-piece molecular cluster, C16H18BN3O4 overall in a non-equilibrium geometry, with ωB97M-V/def2-TZVPD.

```
! wB97M-V def2-TZVPD RIJCOSX def2/J DEFGRID3
* xyz 0 1
O 3.63 0.42 -0.51
N 3.91 1.43 0.16
O 5.03 1.95 0.22
C 2.83 2.04 0.95
C 1.55 1.46 0.95
C 0.54 2.03 1.72
C 0.80 3.17 2.49
C 2.07 3.75 2.48
C 3.09 3.18 1.71
H 1.33 0.57 0.36
H -0.45 1.58 1.73
H 0.01 3.61 3.09
H 2.26 4.64 3.08
H 4.07 3.65 1.72
O -2.58 1.24 1.94
N -2.52 0.35 2.80
O -2.11 0.52 3.96
C -2.96 -1.00 2.42
C -3.40 -1.25 1.11
C -3.80 -2.53 0.75
C -3.76 -3.57 1.69
C -3.33 -3.32 3.00
C -2.93 -2.03 3.37
H -3.44 -0.45 0.37
H -4.13 -2.74 -0.26
H -4.07 -4.57 1.40
H -3.31 -4.13 3.72
H -2.60 -1.86 4.39
H -2.41 -1.02 -2.44
N -1.63 -1.39 -3.03
C -1.02 -0.31 -3.63
C 0.28 -0.47 -4.66
B 1.55 0.27 -3.85
C 2.41 -0.76 -2.85
C 3.74 -1.22 -3.41
H -1.38 0.79 -3.43
H 0.49 -1.62 -4.84
H 0.00 0.08 -5.65
H 1.83 1.40 -4.00
H 2.02 -1.14 -1.81
H 3.78 -2.25 -3.96
H 4.63 -0.47 -3.29
*
```

The HOMO energy comes out at -7.23 eV. As for the total energy: -30208.369 eV. The value obtained for the frontier orbital gap is 6.20 eV. For the energy relative to the best compared isomer or geometry (same formula, charge and spin), the calculation gives 1380.53 kJ/mol. The structure (SMILES) is O=[N+]([O-])c1ccccc1.O=[N+]([O-])c1ccccc1.[H]/N=C/CBC=C. The calculation puts the max |F| at 5.51 eV Å⁻¹.

[6]
Computed, not measured: C32H42Ge2HgN2OS2 as an isolated structure, with ωB97M-V/def2-TZVPD.

```
! wB97M-V def2-TZVPD RIJCOSX def2/J DEFGRID3
* xyz 1 2
Hg 0.95 0.11 -0.39
C 4.54 -3.05 1.62
C 3.81 -1.72 1.36
Ge 2.80 -1.73 -0.31
C 3.86 -1.81 -1.94
C 4.61 -3.14 -2.12
C 1.54 -3.22 -0.29
C 0.21 -3.30 -0.34
Ge -0.95 -1.69 -0.43
C -1.88 -1.37 -2.12
C -3.07 -2.27 -2.49
C -2.04 -1.32 1.15
C -3.20 -2.28 1.49
C -0.51 -4.63 -0.34
C -1.89 -4.68 -0.44
C -2.59 -5.89 -0.46
C -1.90 -7.08 -0.37
C -0.51 -7.05 -0.27
C 0.17 -5.85 -0.26
H 5.04 -3.01 2.59
H 5.30 -3.26 0.87
H 3.84 -3.89 1.65
H 4.51 -0.88 1.31
H 3.10 -1.50 2.16
H 4.54 -0.96 -1.93
H 3.16 -1.66 -2.77
H 5.35 -3.30 -1.33
H 5.15 -3.15 -3.07
H 3.93 -4.00 -2.12
H 2.09 -4.16 -0.25
H -1.12 -1.41 -2.90
H -2.20 -0.33 -2.04
H -2.77 -3.31 -2.65
H -3.53 -1.92 -3.41
H -3.85 -2.27 -1.72
H -2.42 -0.31 0.97
H -1.33 -1.26 1.98
H -3.92 -2.37 0.68
H -3.74 -1.90 2.37
H -2.84 -3.27 1.74
H -2.46 -3.77 -0.52
H -3.67 -5.88 -0.54
H -2.43 -8.02 -0.37
H 0.04 -7.98 -0.20
H 1.25 -5.88 -0.18
C 1.91 3.39 3.00
N 0.54 2.97 3.26
C -0.49 3.76 3.76
C -1.58 2.98 3.86
N -1.20 1.73 3.42
C 0.11 1.70 3.06
S 1.01 0.38 2.54
H 1.98 4.46 3.21
H 2.17 3.20 1.97
H 2.60 2.84 3.64
H -0.34 4.80 4.01
H -2.57 3.21 4.21
H -1.76 0.89 3.40
O 1.50 2.47 -1.01
S 0.49 3.19 -0.13
C 0.62 4.92 -0.49
C 1.16 5.34 -1.69
C 1.26 6.70 -1.94
C 0.83 7.61 -0.98
C 0.30 7.18 0.23
C 0.20 5.82 0.48
C -1.09 2.88 -0.89
C -1.15 2.54 -2.24
C -2.39 2.30 -2.81
C -3.54 2.38 -2.05
C -3.47 2.71 -0.69
C -2.23 2.95 -0.11
H 1.51 4.61 -2.42
H 1.69 7.05 -2.87
H 0.92 8.67 -1.18
H -0.02 7.90 0.97
H -0.21 5.46 1.42
H -0.23 2.47 -2.82
H -2.45 2.04 -3.86
H -4.51 2.19 -2.50
H -4.37 2.77 -0.10
H -2.16 3.21 0.94
*
```

The HOMO energy (alpha / beta) comes out at -9.24 / -10.48 eV. As for the total energy: -177763.555 eV. The value obtained for the frontier orbital gap (alpha / beta) is 6.85 / 6.64 eV. For the energy relative to the best compared isomer or geometry (same formula, charge and spin), the calculation gives 62.27 kJ/mol. The calculation puts the max |F| at 0.47 eV Å⁻¹.